19
Properties=species:S:1:pos:R:3:forces:R:3:nbo_charge:R:1 method="wB97M-V/def2-TZVPD" e_above_lowest_ev=0.330 max_force_ev_per_a=3.093 homo_ev=-14.519 smiles="C[C@H]([NH3+])CCC=O" total_charge=+1
C -1.6386 0.9136 1.4454 0.97 0.82 -0.50 -0.643
C -0.7890 0.2597 0.3635 -1.65 -0.24 -2.31 -0.035
N -0.4036 -1.1196 0.8028 -1.35 -1.17 0.74 -0.703
C 0.4023 0.9316 -0.3300 1.68 -0.46 2.56 -0.419
C 0.9324 0.1514 -1.5589 -0.64 0.70 -0.42 -0.540
C 2.0383 -0.8453 -1.3337 -0.28 -0.43 0.19 0.470
O 2.0140 -1.6280 -0.4133 -0.15 -0.24 0.39 -0.553
H -2.5624 0.3736 1.6389 0.30 -0.45 0.39 0.242
H -2.0078 1.8607 1.0620 0.20 0.26 -0.08 0.258
H -1.0072 1.1411 2.3070 -0.45 -0.16 0.33 0.228
H -1.4920 0.0757 -0.4716 0.11 -0.10 0.28 0.203
H -0.2514 -1.1329 1.8161 0.98 0.09 -0.20 0.438
H 0.3364 -1.5969 0.2429 0.68 0.53 0.53 0.472
H -1.2156 -1.7484 0.7601 -0.07 0.28 -0.34 0.432
H 1.1968 0.8851 0.4554 -0.12 0.23 -0.50 0.219
H 0.2525 2.0062 -0.4245 -0.31 -0.19 -0.63 0.266
H 1.2798 0.8067 -2.3565 -0.30 0.23 0.05 0.261
H 0.0564 -0.3969 -1.9477 0.44 -0.06 -0.35 0.241
H 2.8586 -0.9371 -2.0578 -0.03 0.35 -0.13 0.165